Entry from the Open Molecules 2025 dataset: one molecule with the formula C3H6N2O2 (ωB97M-V/def2-TZVPD).

```
13
C3H6N2O2 ωB97M-V/def2-TZVPD
O 0.51384 1.66789 0.64662
C 0.08891 0.51702 0.35623
N -0.57663 -0.11947 1.24708
C -1.57520 -1.18261 1.12981
O -1.66429 -2.04426 1.93614
C 0.48643 -0.09273 -0.97917
N 1.66622 0.62470 -1.59847
H -0.52352 0.21101 2.16528
H -2.29497 -0.85517 0.24453
H -0.49186 0.06743 -1.49746
H 0.68138 -1.19655 -0.73560
H 2.36380 0.90903 -0.88268
H 1.32590 1.49371 -2.03230
```

The calculation puts the lowest unoccupied orbital energy at 0.27 eV. As for the multiplicity: 1. As for the HOMO-LUMO gap: 10.11 eV. Its SMILES is NCC(=O)NC=O. The energy relative to the best compared isomer or geometry (same formula, charge and spin) is 226.38 kJ/mol.

Mulliken population analysis, charges in e, atoms 1 to 4: atom 1 (O): -0.659, atom 2 (C): 0.543, atom 3 (N): -0.124, atom 4 (C): 0.117

Entry from the Open Molecules 2025 dataset: one molecule with the formula C3H6N2O2 (ωB97M-V/def2-TZVPD).

```
13
C3H6N2O2 ωB97M-V/def2-TZVPD
N 0.90467 0.52060 -1.31618
C 0.22281 1.41627 -0.58654
O 0.17859 2.62583 -0.75308
C -0.60648 0.89621 0.56133
O -0.04640 -0.10814 1.44580
C -0.02738 -1.40203 1.07089
N -0.22845 -1.83260 -0.11071
H 1.27448 0.87946 -2.17906
H 0.61434 -0.44957 -1.20148
H -1.58365 0.52092 0.23170
H -0.68076 1.87607 1.04589
H 0.21174 -2.08592 1.89521
H -0.18982 -2.85272 -0.16129
```

The calculation puts the lowest unoccupied orbital energy at 0.79 eV. As for the multiplicity: 1. As for the HOMO-LUMO gap: 10.62 eV. Its SMILES is [H]/N=C/OCC(N)=O. The energy relative to the best compared isomer or geometry (same formula, charge and spin) is 147.42 kJ/mol.

Mulliken population analysis, charges in e, atoms 1 to 4: atom 1 (N): -0.341, atom 2 (C): 0.370, atom 3 (O): -0.616, atom 4 (C): -0.209

Entry from the Open Molecules 2025 dataset: one molecule with the formula C3H6N2O2 (ωB97M-V/def2-TZVPD).

```
13
C3H6N2O2 ωB97M-V/def2-TZVPD
C -1.68689 -0.41854 -1.01015
O -1.29183 -0.03726 0.30394
C 0.03594 0.15158 0.44399
N 0.76410 1.05601 -0.45890
N 0.64980 -0.00463 1.72491
C 1.28042 -0.62835 0.58118
O 1.99491 0.31172 -0.20535
H -2.70089 -0.81174 -0.92161
H -1.02246 -1.19507 -1.40656
H -1.67756 0.44044 -1.68785
H 0.89838 1.98078 -0.04147
H 1.14087 0.81334 2.08447
H 1.61520 -1.65827 0.59340
```

The calculation puts the lowest unoccupied orbital energy at 1.00 eV. As for the multiplicity: 1. As for the HOMO-LUMO gap: 10.53 eV. Its SMILES is CO[C@]12NO[C@H]1N2. The energy relative to the best compared isomer or geometry (same formula, charge and spin) is 540.32 kJ/mol.

Mulliken population analysis, charges in e, atoms 1 to 4: atom 1 (C): -0.682, atom 2 (O): -0.379, atom 3 (C): 0.353, atom 4 (N): -0.246

Entry from the Open Molecules 2025 dataset: one molecule with the formula C3H6N2O2S (ωB97M-V/def2-TZVPD).

```
14
C3H6N2O2S ωB97M-V/def2-TZVPD
C -0.71597 -0.10986 0.75483
C 1.17040 0.82943 -0.13689
C 1.40714 -0.66440 -0.12350
N -0.18765 0.98752 0.29529
N 0.20491 -1.10265 0.65432
O -2.16917 -1.01016 -1.11238
O -2.95362 1.19066 -0.10554
S -2.68234 -0.25260 0.04058
H 1.72646 1.34702 0.71326
H 1.46746 1.38035 -1.08321
H 1.38352 -1.23696 -1.00685
H 2.19153 -1.15906 0.55328
H -0.69988 1.85306 0.11511
H -0.14281 -2.05236 0.44169
```

The calculation puts the lowest unoccupied orbital energy at 0.39 eV. As for the multiplicity: 1. As for the HOMO-LUMO gap: 9.14 eV. Its SMILES is O=S(=O)=C1NCCN1. The energy relative to the best compared isomer or geometry (same formula, charge and spin) is 299.01 kJ/mol.

Mulliken population analysis, charges in e, atoms 1 to 4: atom 1 (C): 0.047, atom 2 (C): -0.430, atom 3 (C): -0.409, atom 4 (N): -0.112

Entry from the Open Molecules 2025 dataset: one molecule with the formula C3H6N2O2S (ωB97M-V/def2-TZVPD).

```
14
C3H6N2O2S ωB97M-V/def2-TZVPD
C -1.91935 -0.66488 0.56527
C 1.36302 -0.45708 0.86584
C 0.93910 -0.49436 -0.63850
N -2.29553 -1.72092 0.33985
N -1.62598 0.56402 0.85714
O -0.49683 2.69423 0.01348
O 0.50192 0.72478 -1.10042
S -0.80045 1.39443 -0.45118
H 0.47809 -0.88643 1.31910
H 2.19009 -1.04370 1.04928
H 1.52556 0.56428 0.90798
H 0.22046 -1.28921 -0.72052
H 1.67071 -0.65805 -1.39839
H -1.75082 1.27289 -1.60891
```

The calculation puts the lowest unoccupied orbital energy at -0.25 eV. As for the multiplicity: 1. As for the HOMO-LUMO gap: 9.47 eV. Its SMILES is CCO[S@H](=O)=NC#N. The energy relative to the best compared isomer or geometry (same formula, charge and spin) is 553.03 kJ/mol.

Mulliken population analysis, charges in e, atoms 1 to 4: atom 1 (C): 0.535, atom 2 (C): -0.883, atom 3 (C): -0.487, atom 4 (N): -0.510

Entry from the Open Molecules 2025 dataset: a 2-piece molecular cluster, C3H6N2O2S overall (ωB97M-V/def2-TZVPD).

```
14
C3H6N2O2S ωB97M-V/def2-TZVPD
C -0.61145 -0.65956 0.58416
C 0.45647 -1.55785 -0.10081
C -0.97267 0.43002 -0.42605
N 1.18835 -0.73258 -1.06299
N -0.09588 2.17662 0.34656
O -0.40780 3.11177 -0.29955
O 0.72959 2.11072 1.20389
S 0.00479 0.22782 -1.89410
H -1.43136 -1.17261 1.11074
H 0.11116 -0.24809 1.32030
H 1.07788 -2.01254 0.73017
H 0.06139 -2.35854 -0.73401
H -1.97235 0.88982 -0.41690
H 1.86188 -0.20500 -0.36142
```

The calculation puts the lowest unoccupied orbital energy (alpha / beta) at 0.01 / 0.01 eV. As for the multiplicity: 1. As for the HOMO-LUMO gap (alpha / beta): 8.76 / 8.76 eV. The energy relative to the best compared isomer or geometry (same formula, charge and spin) is 586.53 kJ/mol.

Mulliken population analysis, charges in e, atoms 1 to 4: atom 1 (C): -0.515, atom 2 (C): -0.615, atom 3 (C): -0.055, atom 4 (N): -0.390

Entry from the Open Molecules 2025 dataset: C3H6N2O2S2 as an isolated structure (ωB97M-V/def2-TZVPD).

```
15
C3H6N2O2S2 ωB97M-V/def2-TZVPD
C 0.01109 -2.04551 0.62704
C -0.28304 -3.06466 1.46202
C 0.59758 -1.03612 2.49724
N 0.43634 -0.89939 1.24807
N -0.51995 2.81848 -2.50881
O 1.01900 0.65779 -1.64627
O 0.50026 2.53279 -0.14675
S -0.00933 -2.58520 3.11127
S -0.01414 1.32442 -0.85323
H 0.00581 -2.09398 -0.45252
H -0.76488 -4.09064 1.38947
H 0.58157 -0.27096 3.17676
H -0.47895 3.71941 -1.98223
H -1.44803 2.48156 -2.85419
H 0.36666 2.55202 -3.06786
```

The calculation puts the lowest unoccupied orbital energy at 0.40 eV. As for the multiplicity: 1. As for the HOMO-LUMO gap: 9.90 eV. The energy relative to the best compared isomer or geometry (same formula, charge and spin) is 34.04 kJ/mol.

Mulliken population analysis, charges in e, atoms 1 to 4: atom 1 (C): -0.501, atom 2 (C): -0.069, atom 3 (C): -0.256, atom 4 (N): -0.232

Entry from the Open Molecules 2025 dataset: one molecule with the formula C3H6N2O3S (ωB97M-V/def2-TZVPD).

```
15
C3H6N2O3S ωB97M-V/def2-TZVPD
C 1.10991 -0.58470 1.60354
C 0.49116 -0.20568 0.55520
C 0.84786 1.10940 -0.15965
N 1.44995 0.79844 -1.38250
N -2.14778 0.20409 0.09691
O 0.55003 2.22539 0.19513
O -0.52987 -0.98003 -1.56694
O -1.39909 -2.24466 0.40743
S -0.98719 -1.00846 -0.18809
H 0.90224 -1.41460 2.25368
H 1.87556 0.05753 1.98743
H 1.19506 -0.13282 -1.69934
H 1.88810 1.54160 -1.92079
H -2.26471 0.69427 -0.71933
H -2.98122 -0.05975 0.53730
```

The calculation puts the lowest unoccupied orbital energy at 0.60 eV. As for the multiplicity: 1. As for the HOMO-LUMO gap: 10.68 eV. Its SMILES is C=C(C(N)=O)S(N)(=O)=O. The energy relative to the best compared isomer or geometry (same formula, charge and spin) is 111.96 kJ/mol.

Mulliken population analysis, charges in e, atoms 1 to 4: atom 1 (C): -0.770, atom 2 (C): 0.341, atom 3 (C): 0.213, atom 4 (N): -0.339

Entry from the Open Molecules 2025 dataset: one molecule with the formula C3H6N2O3S2 (ωB97M-V/def2-TZVPD).

```
16
C3H6N2O3S2 ωB97M-V/def2-TZVPD
C 0.12445 -0.72120 -1.63995
C -0.36569 -1.96559 -1.10494
C -0.07834 1.17174 -0.08156
N 0.07284 0.42081 -1.06688
N -0.91852 1.99960 0.45575
O 0.95427 2.27853 1.82514
O 0.76731 -0.13445 1.98071
O 2.52494 0.84688 0.57804
S -1.41559 -2.00064 0.47274
S 1.29360 1.00173 1.27341
H 0.63600 -0.70965 -2.59152
H -1.08045 -2.20802 -2.01441
H 0.26706 -2.78590 -0.83822
H -1.83042 2.17712 0.18103
H -0.51110 2.49235 1.24862
H -0.44035 -1.86331 1.32204
```

The calculation puts the lowest unoccupied orbital energy at -0.27 eV. As for the multiplicity: 1. As for the HOMO-LUMO gap: 9.50 eV. The energy relative to the best compared isomer or geometry (same formula, charge and spin) is 69.95 kJ/mol.

Mulliken population analysis, charges in e, atoms 1 to 4: atom 1 (C): 0.002, atom 2 (C): -0.638, atom 3 (C): 0.334, atom 4 (N): -0.197

Entry from the Open Molecules 2025 dataset: C3H6N2O6S2 as an isolated structure (ωB97M-V/def2-TZVPD).

```
19
C3H6N2O6S2 ωB97M-V/def2-TZVPD
C -0.72835 3.94861 2.11898
C 0.87602 -0.77932 -1.70678
C -0.70854 -2.97374 0.38139
N -0.77073 3.35739 0.91675
N -0.58555 -0.80014 -1.66744
O 0.60778 4.03866 2.45566
O -1.63043 4.33131 2.85978
O 0.00577 -3.26407 -2.15209
O -2.40381 -2.66133 -1.71757
O 1.35086 1.82379 1.54273
O 1.85832 3.79340 0.33602
S -0.94623 -2.32867 -1.51380
S 0.86518 3.12114 1.13861
H 1.30461 0.25463 -2.03848
H 1.30290 -0.93819 -0.70458
H 1.44402 -1.63102 -2.23431
H -0.92879 -3.99027 0.26390
H 0.35206 -2.84791 0.54352
H -1.26510 -2.45428 1.17771
```

As for the charge: -2. The calculation puts the lowest unoccupied orbital energy at 5.70 eV. As for the multiplicity: 1. As for the HOMO-LUMO gap: 7.46 eV.

Mulliken population analysis, charges in e, atoms 1 to 4: atom 1 (C): 0.683, atom 2 (C): -0.769, atom 3 (C): -0.982, atom 4 (N): -0.480

For the records above, the corresponding DFT total energy values read -377.8731, -377.9032, -377.7535, -776.0263, -775.9295, -775.9168, -1174.2315, -851.2910, -1249.4383, -1475.2179 hartree.
For the records above, the corresponding max |F| values read 6.94, 1.42, 0.41, 3.86, 5.29, 3.86, 3.79, 3.60, 3.90, 3.65 eV/A.